Model a:
Here is 3 unconnected molecules or ions with the total composition C4H14O2S2 from the Open Molecules 2025 dataset. Energies are from the ωB97M-V functional and the def2-TZVPD basis.

The value obtained for the highest occupied orbital energy is -8.616 eV. Its LUMO energy is 0.3 eV. As for the SMILES: CCSSCC.O.O. For the frontier orbital gap, the calculation gives 8.939 eV.

Each line ends with the natural charge from an NBO analysis.
Positions of all 22 atoms, in Å:
C  -0.36635  1.98416  -0.22875  -0.642
C  -1.48381  1.95057  0.82682  -0.537
S  -1.60008  0.47032  1.94583  0.057
S  0.43311  0.49390  2.64299  0.089
C  1.11552  -0.82800  1.60576  -0.565
C  0.07270  -1.84983  0.88474  -0.609
H  -0.47633  2.79233  -0.97945  0.222
H  -0.11859  1.03259  -0.84892  0.225
H  0.63588  2.16279  0.25300  0.210
H  -2.35167  1.57857  0.22763  0.235
H  -1.40193  2.92560  1.33294  0.231
H  1.86369  -0.37123  0.93503  0.212
H  1.62314  -1.62645  2.11392  0.221
H  -0.57809  -2.37201  1.50645  0.208
H  0.67795  -2.49529  0.21053  0.219
H  -0.51612  -1.03714  0.22394  0.220
O  -2.41112  -0.27977  -1.23356  -0.926
H  -2.60757  -0.39340  -0.34273  0.464
H  -3.17268  -0.59208  -1.65448  0.467
O  3.53673  -1.55232  -3.05715  -0.937
H  4.18891  -0.91353  -2.75362  0.469
H  2.93669  -1.07980  -3.61091  0.468

Model b:
Here is 3 unconnected molecules or ions with the total composition C4H14O2S2 from the Open Molecules 2025 dataset. Energies are from the ωB97M-V functional and the def2-TZVPD basis.

The value obtained for the highest occupied orbital energy is -8.871 eV. Its LUMO energy is 0.5 eV. As for the SMILES: CCSSCC.O.O. For the frontier orbital gap, the calculation gives 9.353 eV.

Each line ends with the natural charge from an NBO analysis.
Positions of all 22 atoms, in Å:
C  0.82749  2.24089  -0.31071  -0.638
C  1.80069  1.50828  -1.32570  -0.528
S  1.83356  -0.36829  -1.27712  0.048
S  0.28274  -1.20661  -2.37875  0.071
C  -1.10838  -1.59248  -1.13831  -0.556
C  -0.46544  -2.23858  0.05523  -0.607
H  0.36181  1.61890  0.40690  0.206
H  -0.04802  2.58573  -0.95928  0.222
H  1.40791  3.10667  0.14762  0.214
H  2.85400  1.79381  -1.21321  0.223
H  1.43553  1.87835  -2.36122  0.229
H  -1.88012  -0.81232  -0.68474  0.268
H  -1.81549  -2.28939  -1.43822  0.220
H  0.18345  -3.06315  -0.34342  0.211
H  -1.39160  -2.69058  0.71188  0.191
H  0.04290  -1.63774  0.80897  0.204
O  0.28415  0.43533  2.35854  -0.938
H  0.95490  0.11960  1.82267  0.495
H  0.18502  1.31050  2.44835  0.480
O  -2.03135  -0.09085  1.21722  -0.954
H  -1.28688  0.13472  1.75153  0.481
H  -2.42688  -0.74280  1.70178  0.457

model a is preferred energetically. Next in line: 5.1 kcal/mol higher.

Model a:
Here is 2 unconnected molecules or ions with the total composition CH4O2PS from the Open Molecules 2025 dataset. Energies are from the ωB97M-V functional and the def2-TZVPD basis.

Its net charge is -1. The value obtained for the highest occupied orbital energy is -3.886 eV. Its LUMO energy is 3.7 eV. For the frontier orbital gap, the calculation gives 7.617 eV.

Each line ends with the natural charge from an NBO analysis.
Positions of all 9 atoms, in Å:
C  0.39744  1.61399  0.93813  -0.863
O  -1.05379  0.65264  -1.19375  -1.149
O  0.06747  -2.40105  -1.51956  -0.978
P  0.25064  0.36927  -0.52465  1.048
S  -0.15622  -0.01193  1.57377  -0.360
H  -0.36234  2.31457  1.30868  0.210
H  1.30327  1.81073  1.45873  0.190
H  0.23519  -1.48535  -1.05622  0.443
H  -0.68166  -2.86286  -0.98513  0.459

Model b:
Here is a gas-phase ion, CH4O2PS (charge -1) from the Open Molecules 2025 dataset. Energies are from the ωB97M-V functional and the def2-TZVPD basis.

Its net charge is -1. The value obtained for the highest occupied orbital energy is -4.085 eV. Its LUMO energy is 3.9 eV. As for the SMILES: C[P@]([O-])(O)=S. For the frontier orbital gap, the calculation gives 7.997 eV.

Each line ends with the natural charge from an NBO analysis.
Positions of all 9 atoms, in Å:
C  -0.28995  0.01993  0.52806  -0.927
P  1.73633  0.34908  0.09574  1.828
O  2.13730  1.51579  0.92706  -1.166
O  1.43569  1.00417  -1.51024  -1.046
S  2.82907  -1.27755  0.11101  -0.767
H  -0.18809  -0.06391  1.62862  0.204
H  -0.62396  1.05169  0.40911  0.201
H  -0.97237  -0.57621  0.10434  0.190
H  1.75606  1.94659  -1.60797  0.482

model b is preferred energetically. Next in line: 46.7 kcal/mol higher.

Model a:
Here is 3 unconnected molecules or ions with the total composition C3H4NO from the Open Molecules 2025 dataset. Energies are from the ωB97M-V functional and the def2-TZVPD basis.

Its net charge is +1. The value obtained for the highest occupied orbital energy (spin up / spin down) is -16.433 / -16.640 eV. Its LUMO energy (spin up / spin down) is -7.9 / -9.8 eV. For the frontier orbital gap (spin up / spin down), the calculation gives 8.550 / 6.824 eV.

Each line ends with the natural charge from an NBO analysis.
Positions of all 9 atoms, in Å:
C  -1.44869  -1.24719  0.01771  -0.166
C  -2.69468  -0.73298  -0.12774  0.592
C  -1.58188  0.99007  0.09825  0.381
N  -0.80271  -0.07200  0.15492  -0.089
O  -2.78587  0.57473  -0.07846  -0.346
H  -0.94107  -2.14320  0.15539  0.296
H  -1.33379  1.99712  0.27466  0.262
H  1.22348  0.40327  -0.56333  -0.062
H  1.83484  0.37064  -1.32377  0.131

Model b:
Here is a molecular structure, C3H4NO from the Open Molecules 2025 dataset. Energies are from the ωB97M-V functional and the def2-TZVPD basis.

Its net charge is +1. The value obtained for the highest occupied orbital energy is -15.627 eV. Its LUMO energy is -6.5 eV. For the frontier orbital gap, the calculation gives 9.107 eV.

Each line ends with the natural charge from an NBO analysis.
Positions of all 9 atoms, in Å:
C  -0.51023  -0.03013  -0.70023  0.221
C  -1.69400  -0.40911  0.04938  0.186
C  -1.46815  0.34744  2.06186  0.596
N  -0.59998  -1.22769  -0.28394  -0.414
O  -1.54995  0.75868  3.10152  -0.369
H  0.13462  0.61671  -1.26698  0.293
H  2.73106  1.34049  -1.51743  -0.013
H  3.13687  0.75584  -1.19813  0.015
H  -0.18024  -2.15223  -0.24605  0.485

Model c:
Here is a molecular structure, C3H4NO from the Open Molecules 2025 dataset. Energies are from the ωB97M-V functional and the def2-TZVPD basis.

Its net charge is +1. The value obtained for the highest occupied orbital energy is -17.672 eV. Its LUMO energy is -5.2 eV. For the frontier orbital gap, the calculation gives 12.450 eV.

Each line ends with the natural charge from an NBO analysis.
Positions of all 9 atoms, in Å:
C  -0.27120  1.03525  -0.11376  0.471
C  1.41710  -0.65841  -0.03419  0.451
C  -0.84670  -0.41550  0.00594  -0.344
N  0.33703  -1.20203  -0.14395  -0.277
O  0.92137  1.15039  -0.02454  -0.395
H  -1.09073  1.89259  -0.10095  0.251
H  2.42580  -0.82014  0.14580  0.269
H  -1.27788  -0.40047  1.00234  0.291
H  -1.61480  -0.58166  -0.73668  0.283

Model d:
Here is a gas-phase ion, C3H4NO (charge +1) from the Open Molecules 2025 dataset. Energies are from the ωB97M-V functional and the def2-TZVPD basis.

Its net charge is +1. The value obtained for the highest occupied orbital energy is -16.919 eV. Its LUMO energy is -8.1 eV. For the frontier orbital gap, the calculation gives 8.769 eV.

Each line ends with the natural charge from an NBO analysis.
Positions of all 9 atoms, in Å:
C  2.12194  -1.12489  -0.54230  0.441
C  -0.57679  -0.08511  0.77382  -0.809
C  -0.52004  0.66505  -0.47240  0.566
N  1.39319  -0.32016  -0.85964  -0.316
O  0.49467  0.58093  -1.28405  -0.127
H  -0.40499  -1.11058  0.51634  0.310
H  -1.63663  -0.20561  0.92457  0.299
H  -0.78749  1.74766  -0.68957  0.288
H  -0.08387  -0.14728  1.63323  0.348

model c is preferred energetically. Next in line: 98.1 kcal/mol higher.

Model a:
Here is 2 unconnected molecules or ions with the total composition C3H4NO from the Open Molecules 2025 dataset. Energies are from the ωB97M-V functional and the def2-TZVPD basis.

Its net charge is +1. The value obtained for the highest occupied orbital energy (spin up / spin down) is -14.440 / -14.439 eV. Its LUMO energy (spin up / spin down) is -5.7 / -5.7 eV. For the frontier orbital gap (spin up / spin down), the calculation gives 8.744 / 8.744 eV.

Each line ends with the natural charge from an NBO analysis.
Positions of all 9 atoms, in Å:
C  0.00594  -0.84060  0.15116  0.054
C  -2.00657  -0.17775  -0.37363  0.563
C  1.49412  1.02222  -0.34379  -0.038
N  0.86825  -0.01819  -0.02110  -0.256
O  -2.47824  0.49630  0.41529  -0.323
H  -0.15000  -1.72228  0.81842  0.268
H  -2.19857  -0.60934  -1.36424  0.239
H  1.45591  1.76929  0.40565  0.238
H  2.34570  0.90880  -1.05730  0.254

Model b:
Here is a gas-phase ion, C3H4NO (charge +1) from the Open Molecules 2025 dataset. Energies are from the ωB97M-V functional and the def2-TZVPD basis.

Its net charge is +1. The value obtained for the highest occupied orbital energy is -17.166 eV. Its LUMO energy is -6.5 eV. For the frontier orbital gap, the calculation gives 10.691 eV.

Each line ends with the natural charge from an NBO analysis.
Positions of all 9 atoms, in Å:
C  0.35331  -0.96144  0.00288  0.478
C  -1.35436  0.39213  -0.08840  0.349
C  0.77153  0.40404  -0.02974  -0.422
N  -0.36191  1.18107  -0.07855  -0.299
O  -0.90535  -0.91457  -0.04818  -0.318
H  0.96101  -1.85029  -0.02201  0.267
H  -2.40289  0.66971  0.05153  0.273
H  1.27130  0.46533  0.86875  0.333
H  1.66736  0.61403  -0.65628  0.339

Model c:
Here is a gas-phase ion, C3H4NO (charge +1) from the Open Molecules 2025 dataset. Energies are from the ωB97M-V functional and the def2-TZVPD basis.

Its net charge is +1. The value obtained for the highest occupied orbital energy (spin up / spin down) is -16.605 / -16.605 eV. Its LUMO energy (spin up / spin down) is -7.0 / -7.0 eV. For the frontier orbital gap (spin up / spin down), the calculation gives 9.624 / 9.624 eV.

Each line ends with the natural charge from an NBO analysis.
Positions of all 9 atoms, in Å:
C  -1.11582  -0.51108  0.03328  0.439
C  1.17761  -0.58880  -0.05861  0.031
C  1.30865  0.70202  -0.14617  0.205
N  -1.06512  0.75506  0.03013  -0.600
O  -0.02528  -1.27467  -0.10267  -0.391
H  -2.10703  -0.97077  0.05913  0.246
H  2.07257  -1.21120  0.00793  0.311
H  1.69034  1.69643  0.13346  0.294
H  -1.93592  1.40301  0.04351  0.464

model b is preferred energetically. Next in line: 35.0 kcal/mol higher.

Model a:
Here is a molecular structure, C5H8FNS from the Open Molecules 2025 dataset. Energies are from the ωB97M-V functional and the def2-TZVPD basis.

The value obtained for the highest occupied orbital energy is -8.260 eV. Its LUMO energy is -0.4 eV. For the frontier orbital gap, the calculation gives 7.847 eV.

Each line ends with the natural charge from an NBO analysis.
Positions of all 16 atoms, in Å:
C  -0.84801  -2.17358  0.81467  -0.657
C  -0.92472  -1.47375  -0.60311  0.073
C  -0.40657  -0.04024  -0.43392  -0.072
C  1.03371  0.32133  -0.38588  -0.447
C  1.48974  1.69152  -0.22069  0.134
H  0.32775  -2.89649  0.65476  0.211
H  -0.82118  -1.12934  1.98742  0.265
H  -1.79250  -3.09104  0.72195  0.270
H  -0.49533  -2.13412  -1.47253  0.211
H  1.99114  -0.51496  -0.13888  0.246
H  2.59462  2.22541  0.05303  0.222
H  -0.30443  2.83083  -0.15867  0.423
H  1.25329  3.85545  0.04981  0.410
N  0.80785  2.87163  -0.01612  -0.795
F  -2.31750  -1.51033  -0.80195  -0.365
S  -1.58787  1.16768  -0.04989  -0.129

Model b:
Here is C5H8FNS in the gas phase from the Open Molecules 2025 dataset. Energies are from the ωB97M-V functional and the def2-TZVPD basis.

The value obtained for the highest occupied orbital energy is -8.890 eV. Its LUMO energy is 0.7 eV. As for the SMILES: N[C@H]1C[C@@H](F)[C@H]2S[C@H]21. For the frontier orbital gap, the calculation gives 9.611 eV.

Each line ends with the natural charge from an NBO analysis.
Positions of all 16 atoms, in Å:
N  -2.03243  -0.05883  -0.83625  -0.808
C  -0.98757  -0.19187  0.16689  -0.066
C  0.21732  -0.97227  -0.47885  -0.459
C  1.51549  -0.57781  0.18817  0.187
F  2.53222  -0.70190  -0.79810  -0.376
C  1.31139  0.88672  0.53382  -0.377
S  0.79551  1.86655  -0.82353  0.185
C  -0.21190  1.11550  0.50213  -0.313
H  -2.61125  0.74563  -0.49866  0.357
H  -2.67810  -0.98134  -0.61369  0.350
H  -1.45554  -0.62895  1.04707  0.189
H  -0.02822  -2.04966  -0.57978  0.221
H  0.31078  -0.62396  -1.46362  0.254
H  1.88926  -1.07601  1.06513  0.180
H  1.89373  1.28921  1.40120  0.234
H  -0.46067  1.95899  1.18807  0.242

model b is preferred energetically. Next in line: 127.4 kcal/mol higher.